No. 1
ORCA calculation (the ωB97M-V functional and the def2-TZVPD basis) on a cluster of 2 separate species, C2H6BrS2 in total.

Structure (XYZ):
```
11
C2H6BrS2, DFT the ωB97M-V functional and the def2-TZVPD basis
Br 1.672 -2.620 1.046
S -1.383 1.170 0.332
S -0.182 1.281 -1.311
C -0.196 0.821 1.648
C -0.038 -0.453 -1.795
H 0.315 -0.146 1.501
H -1.026 -0.894 -2.011
H 0.567 1.614 1.724
H 0.456 -1.061 -1.019
H -0.757 0.781 2.597
H 0.572 -0.491 -2.713
```

Orbital gap   7.0 eV
Lowest unoccupied orbital energy   3.1506 eV
Net charge   -1

***

No. 2
ORCA calculation (the ωB97M-V functional and the def2-TZVPD basis) on a structure of composition C10H16N3O2P2S2 in a non-equilibrium geometry.

Structure (XYZ):
```
35
C10H16N3O2P2S2, DFT the ωB97M-V functional and the def2-TZVPD basis
S 0.573 -2.788 -2.067
S 4.384 0.958 -0.727
P 1.696 -1.264 -1.548
P 2.791 1.998 -0.934
O -2.041 -0.096 -2.071
O -0.973 -1.213 0.185
N -0.258 -0.062 0.238
N 1.349 1.266 -0.251
N 1.820 -2.899 0.020
C 0.481 1.926 0.587
C -3.592 1.125 -0.567
C 2.074 -3.189 1.110
C 0.554 3.273 1.055
C -2.963 -0.227 -1.014
C 2.382 -3.552 2.483
C -0.550 1.097 0.920
C 0.862 0.005 -0.464
C 0.256 4.411 1.271
C -2.390 -1.015 0.204
H 2.510 2.256 -2.293
H -3.806 -0.812 -1.397
H -1.390 1.294 1.560
H 2.881 3.260 -0.314
H -3.373 1.381 0.471
H 1.804 -2.950 3.184
H -2.755 -0.573 1.138
H -3.346 1.942 -1.252
H 3.438 -3.399 2.703
H 2.876 -1.686 -0.940
H -2.809 -2.020 0.178
H -4.681 1.040 -0.617
H 2.150 -4.599 2.676
H -0.016 5.426 1.463
H -1.959 0.827 -2.325
H 2.075 -0.649 -2.770
```

Orbital gap   6.3 eV
Lowest unoccupied orbital energy   -3.7835 eV
Net charge   +1

***

No. 3
ORCA calculation (the ωB97M-V functional and the def2-TZVPD basis) on an isolated molecule of C4H4Cl2S2 in a non-equilibrium geometry.

Structure (XYZ):
```
12
C4H4Cl2S2, DFT the ωB97M-V functional and the def2-TZVPD basis
Cl -2.943 -0.049 -0.097
Cl -1.233 -2.212 -0.951
S 1.599 -1.660 0.867
S 2.055 0.338 -1.281
C -1.342 -0.700 -0.271
C -0.371 1.497 0.393
C -0.309 0.059 0.018
C 1.053 -0.441 -0.236
H -1.404 1.857 0.502
H 2.415 -2.279 0.029
H 0.262 2.051 -0.340
H 0.218 1.537 1.367
```

Orbital gap   8.0 eV
Lowest unoccupied orbital energy   -0.9008 eV
SMILES string   CC(C(=S)S)=C(Cl)Cl
Energy relative to the best compared isomer or geometry (same formula, charge and spin)   9.7 kcal/mol

***

No. 4
ORCA calculation (the ωB97M-V functional and the def2-TZVPD basis) on a cluster of 10 separate species, C74H83Cl2F9NO3 in total in a non-equilibrium geometry.

Structure (XYZ):
```
172
C74H83Cl2F9NO3, DFT the ωB97M-V functional and the def2-TZVPD basis
Cl 2.400 -0.885 -2.037
Cl 0.072 -0.750 -3.979
F -12.515 -5.309 -7.376
F 0.978 -4.262 8.518
F -4.455 3.208 -1.272
F 0.469 7.387 1.629
F 8.696 4.120 -1.324
F -3.299 -3.845 1.190
F -7.148 -1.309 -5.088
F 6.131 6.130 4.100
F -5.931 -7.749 3.937
O 6.943 2.160 -5.528
O 0.752 -3.934 1.643
O 1.871 -2.076 2.189
N 0.553 -0.758 0.012
C -0.276 -3.791 10.449
C 0.433 1.571 -1.078
C 7.176 0.798 -5.898
C -9.322 -3.616 -7.196
C 8.379 2.746 3.508
C -0.218 -3.469 4.929
C 0.787 -1.378 -1.269
C -3.907 -6.964 -0.531
C -2.364 -5.970 1.561
C -5.289 3.914 -2.053
C 1.753 -2.581 9.967
C 4.470 7.640 0.753
C 12.151 3.122 -1.716
C -0.690 -2.067 4.361
C -0.107 0.552 -0.018
C -7.002 5.364 -3.659
C 7.638 2.892 4.674
C 6.330 2.108 -3.169
C -0.436 -3.054 11.615
C 0.492 -2.077 11.953
C 1.781 7.470 1.342
C -0.129 -1.778 0.852
C 7.597 4.886 2.738
C 0.936 -2.665 1.640
C -1.098 -1.218 1.948
C -3.220 -5.142 0.857
C -7.475 -6.351 0.983
C -11.654 -3.889 -5.706
C 3.929 6.433 1.181
C 1.907 3.660 -1.344
C -4.174 0.238 -3.714
C 1.585 -1.839 11.128
C -1.314 -4.013 5.950
C 10.012 4.184 -1.594
C 6.867 5.022 3.906
C -3.188 -0.412 -4.448
C -1.502 -2.288 3.019
C -11.510 -4.539 -6.917
C 12.712 4.317 -2.149
C 0.819 -3.547 9.641
C -3.056 -7.809 0.172
C -2.287 -7.312 1.219
C -3.539 -1.364 -5.396
C -5.846 -1.014 -4.877
C 3.930 2.688 -2.532
C -5.513 -0.061 -3.934
C -3.994 -5.622 -0.183
C 2.577 6.348 1.483
C -0.422 -1.340 -2.301
C 3.419 3.925 -1.703
C 7.463 2.434 -4.216
C -7.762 -6.283 3.748
C -5.153 3.844 -3.427
C -7.124 5.431 -2.275
C 5.166 3.152 -3.406
C -9.450 -2.959 -5.978
C -6.609 -7.079 1.786
C 10.557 5.379 -2.030
C -6.765 -7.039 3.159
C 6.881 4.038 4.878
C 10.794 3.056 -1.431
C 2.304 8.675 0.913
C 8.361 3.744 2.542
C -8.621 -5.546 2.943
C -0.921 -2.833 -2.547
C 11.916 5.445 -2.303
C -10.356 -4.415 -7.667
C 3.659 8.761 0.622
C -6.018 4.569 -4.234
C -10.615 -3.098 -5.232
C 1.687 2.339 -0.511
C -8.479 -5.583 1.561
C -6.266 4.698 -1.466
C -4.876 -1.673 -5.609
H -1.454 -3.331 2.655
H -1.210 0.428 -0.228
H 8.942 3.632 1.634
H -9.152 -5.010 0.933
H -7.675 5.934 -4.288
H -0.994 -4.550 10.165
H -1.597 -5.063 5.707
H -7.889 6.054 -1.827
H 0.957 -2.460 -1.054
H 5.526 7.708 0.521
H 4.220 1.891 -1.805
H -2.245 -3.404 5.942
H -10.270 -4.941 -8.610
H 2.306 -1.074 11.390
H -1.319 -0.784 -1.967
H -2.770 -1.868 -5.969
H -1.627 -7.971 1.768
H -4.375 3.226 -3.857
H -7.367 -6.382 -0.095
H 1.655 9.535 0.809
H -5.169 -2.419 -6.338
H -0.854 -3.961 6.962
H 3.975 4.100 -0.754
H -1.342 -2.835 -3.583
H -0.665 -0.346 2.498
H -4.657 -4.949 -0.713
H -1.770 -3.057 -1.866
H 3.447 4.861 -2.315
H 0.779 -3.348 5.410
H 6.304 4.172 5.784
H -5.816 -7.676 1.353
H -0.104 -4.187 4.088
H -5.926 4.513 -5.311
H -6.296 0.441 -3.378
H -1.278 -1.542 5.147
H 7.328 0.159 -4.997
H 12.355 6.378 -2.638
H 4.083 9.702 0.292
H 13.772 4.370 -2.367
H 5.497 4.153 -3.050
H -2.993 -8.857 -0.097
H 1.455 4.561 -0.850
H -10.713 -2.590 -4.280
H 2.589 1.699 -0.425
H -2.140 -0.176 -4.279
H -3.900 0.978 -2.972
H 7.649 2.112 5.425
H -8.417 -3.504 -7.780
H 2.602 -2.416 9.316
H 8.357 1.790 -4.008
H 1.335 3.542 -2.304
H 0.060 1.032 0.976
H -9.400 -4.944 3.393
H 8.972 1.853 3.353
H 7.753 3.503 -4.108
H 6.288 0.445 -6.472
H -8.641 -2.338 -5.608
H 0.364 -1.499 12.861
H 9.919 6.245 -2.152
H 4.561 5.559 1.279
H 0.597 1.157 -2.094
H 1.400 2.671 0.522
H -1.286 -3.242 12.260
H -1.765 -5.563 2.366
H 0.250 -1.491 4.165
H -7.861 -6.274 4.826
H 3.102 2.322 -3.182
H 12.770 2.242 -1.600
H -12.572 -4.003 -5.142
H 6.677 2.214 -2.117
H -2.025 -0.844 1.453
H -0.754 -2.462 0.213
H 8.077 0.721 -6.563
H -4.504 -7.351 -1.349
H 4.856 3.156 -4.473
H 7.564 5.669 1.990
H 2.139 5.419 1.826
H 5.915 1.099 -3.407
H -2.573 -2.081 3.289
H -0.094 -3.570 -2.514
H -0.362 2.359 -1.186
H 10.340 2.135 -1.084
H -6.351 4.730 -0.387
```

Orbital gap   6.5 eV
Lowest unoccupied orbital energy   1.8453 eV
Net charge   -1

***

No. 5
ORCA calculation (the ωB97M-V functional and the def2-TZVPD basis) on a cluster of 2 separate species, C2H4NO2S in total in a non-equilibrium geometry.

Structure (XYZ):
```
10
C2H4NO2S, DFT the ωB97M-V functional and the def2-TZVPD basis
S -1.981 -0.090 0.270
O -2.017 -1.315 -0.664
O -2.918 0.896 -0.103
N 2.445 -0.193 0.238
C -0.334 0.943 -0.258
C 1.284 -0.548 0.419
H 0.696 -1.570 0.630
H -0.332 1.050 -1.386
H -0.051 1.702 0.467
H 3.209 -0.875 0.386
```

Orbital gap (spin up / spin down)   7.1 / 7.2 eV
Lowest unoccupied orbital energy (spin up / spin down)   4.0994 / 4.0993 eV
Net charge   -1
Energy relative to the best compared isomer or geometry (same formula, charge and spin)   107.9 kcal/mol

***

No. 6
ORCA calculation (the ωB97M-V functional and the def2-TZVPD basis) on an isolated molecule of C18H27NOS in a non-equilibrium geometry.

Structure (XYZ):
```
48
C18H27NOS, DFT the ωB97M-V functional and the def2-TZVPD basis
S 0.596 -1.744 -2.820
O 1.584 0.915 -2.004
N 0.404 0.733 2.315
C -1.393 -2.814 -4.230
C -0.058 0.259 -0.138
C -1.222 1.013 -5.144
C 1.072 -0.991 5.236
C 0.091 -3.022 -4.001
C -0.815 0.525 4.541
C 0.129 1.348 3.665
C 1.384 1.525 4.569
C -1.574 -1.584 -5.100
C 1.064 1.230 -0.704
C 0.683 0.984 -3.087
C -0.655 0.715 1.226
C 2.067 0.097 4.720
C -0.344 -0.926 4.632
C 0.099 -0.258 -3.622
C 0.287 2.280 -3.727
C -0.904 -0.288 -4.650
C -0.712 2.243 -4.744
H -2.532 -1.399 -5.098
H -1.779 0.621 4.064
H -1.260 -1.849 -6.121
H 0.770 3.082 -3.320
H -1.409 -0.005 1.455
H 0.318 -0.786 -0.134
H 0.993 -0.730 6.304
H 0.783 2.278 -0.824
H 0.800 -0.181 2.435
H -1.966 -2.717 -3.271
H 1.784 1.286 0.128
H 1.097 1.932 5.552
H 1.968 2.219 4.051
H -1.080 -1.503 5.193
H 0.412 -3.981 -3.599
H -1.299 3.040 -5.009
H -0.256 -1.319 3.528
H 1.527 -1.958 5.084
H -2.006 1.056 -5.871
H 2.931 0.084 5.426
H -1.684 -3.749 -4.777
H 0.698 -2.790 -4.946
H -1.105 1.729 1.058
H -0.752 0.311 -0.943
H 2.517 -0.192 3.777
H -0.350 2.291 3.451
H -0.910 0.988 5.471
```

Orbital gap   8.4 eV
Lowest unoccupied orbital energy   0.6924 eV
SMILES string   c1cc2c(c(OCCCNC3CCCCC3)c1)SCCC2
Energy relative to the best compared isomer or geometry (same formula, charge and spin)   84.4 kcal/mol